{"formula": "C33H27AuN7O3Se", "method": "wB97M-V/def2-TZVPD", "elements": ["Au", "O", "C", "C", "C", "C", "C", "C", "C", "N", "C", "C", "N", "H", "H", "H", "H", "H", "H", "H", "C", "O", "C", "C", "C", "C", "C", "C", "N", "N", "C", "C", "C", "C", "O", "C", "N", "C", "C", "C", "C", "H", "H", "H", "H", "H", "H", "H", "H", "H", "H", "H", "H", "C", "N", "C", "Se", "N", "C", "C", "C", "C", "C", "C", "H", "H", "H", "H", "H", "H", "H", "H"], "coordinates": [[0.122, 0.056, 0.034], [0.931, 1.862, 0.565], [1.157, 2.903, -0.179], [1.248, 4.141, 0.502], [1.579, 5.305, -0.138], [1.835, 5.295, -1.506], [1.723, 4.117, -2.204], [1.370, 2.906, -1.588], [1.166, 1.740, -2.418], [0.749, 0.545, -2.023], [0.618, -0.247, -3.120], [0.973, 0.465, -4.219], [1.316, 1.708, -3.767], [1.063, 4.124, 1.565], [1.633, 6.225, 0.420], [2.102, 6.207, -2.012], [1.905, 4.137, -3.268], [0.259, -1.248, -3.025], [0.996, 0.203, -5.254], [1.606, 2.471, -4.353], [-1.625, -1.612, 7.131], [-3.032, -1.503, 7.031], [-3.661, -2.044, 5.986], [-3.036, -2.807, 4.988], [-3.754, -3.230, 3.900], [-5.117, -2.901, 3.766], [-5.769, -2.243, 4.825], [-5.049, -1.812, 5.908], [-5.826, -3.230, 2.651], [-5.356, -3.451, 1.536], [-4.259, -2.966, 0.949], [-3.579, -3.755, 0.001], [-2.332, -3.412, -0.446], [-1.695, -2.215, -0.032], [-0.497, -1.946, -0.349], [-2.495, -1.284, 0.734], [-1.991, -0.056, 0.914], [-2.695, 0.873, 1.517], [-3.995, 0.636, 1.966], [-4.535, -0.621, 1.814], [-3.777, -1.631, 1.206], [-1.336, -0.976, 7.966], [-1.133, -1.263, 6.219], [-1.320, -2.641, 7.342], [-1.995, -3.081, 5.071], [-3.283, -3.853, 3.154], [-6.824, -2.039, 4.741], [-5.519, -1.283, 6.723], [-4.028, -4.694, -0.288], [-1.784, -4.073, -1.100], [-2.227, 1.842, 1.611], [-4.570, 1.436, 2.400], [-5.551, -0.816, 2.124], [2.571, -2.814, -1.334], [3.178, -1.519, -1.214], [3.095, -0.697, -0.152], [2.268, -1.031, 1.451], [3.787, 0.429, -0.419], [4.318, 0.352, -1.684], [5.097, 1.223, -2.429], [5.476, 0.798, -3.691], [5.105, -0.451, -4.189], [4.329, -1.325, -3.450], [3.933, -0.904, -2.190], [1.882, -2.961, -0.503], [3.335, -3.594, -1.317], [2.016, -2.878, -2.270], [3.843, 1.207, 0.220], [5.403, 2.182, -2.041], [6.083, 1.446, -4.304], [5.437, -0.742, -5.175], [4.054, -2.294, -3.834]], "forces_ev_per_a": [[0.0, -0.9, -0.1], [-0.8, -1.9, 0.9], [0.1, 1.1, -1.4], [-0.1, -0.5, 0.1], [0.0, -0.1, -0.1], [0.0, 0.1, -0.1], [0.0, 0.0, 0.1], [0.0, 0.5, 0.6], [0.0, -0.2, -0.1], [-0.1, 0.4, 0.7], [0.0, -0.3, -0.5], [-0.1, -0.4, 0.1], [0.0, 0.1, 0.4], [0.0, 0.0, 0.1], [0.0, 0.1, 0.1], [0.0, 0.1, -0.1], [0.0, 0.1, -0.1], [-0.1, -0.3, -0.1], [0.0, -0.1, -0.2], [0.0, 0.0, 0.1], [0.2, -0.1, 0.0], [0.0, 0.2, 0.5], [-0.5, -0.2, -0.7], [0.2, 0.2, 0.6], [-0.7, 0.1, -0.1], [1.8, 0.8, 1.0], [0.3, -0.3, -0.7], [0.6, 0.0, 0.3], [-1.8, -1.1, 0.3], [-2.3, -0.6, -1.3], [2.6, 0.6, -0.5], [-1.3, 0.3, 1.4], [1.5, 1.4, -0.2], [-3.8, -0.9, 0.7], [3.5, 2.2, -0.5], [0.0, -1.4, -0.5], [1.0, 0.9, -0.2], [0.1, 0.2, 0.0], [-0.3, -0.3, 0.0], [0.2, 0.4, 0.1], [0.1, -0.6, -0.3], [0.0, -0.1, -0.1], [0.0, 0.0, 0.0], [0.0, 0.0, 0.0], [0.1, 0.0, 0.1], [0.1, 0.0, -0.1], [-0.2, 0.0, 0.0], [0.0, 0.1, 0.0], [0.0, -0.1, 0.1], [0.1, 0.0, -0.1], [0.0, 0.1, 0.1], [0.0, 0.1, 0.1], [0.0, 0.0, 0.0], [-0.3, -0.7, 0.0], [0.1, 0.7, 0.3], [0.4, 0.0, 0.1], [-0.9, 0.2, 0.2], [-0.2, -0.3, 0.0], [0.1, -0.4, -0.7], [0.0, 0.0, 0.0], [0.0, 0.1, 0.0], [-0.1, -0.1, 0.0], [0.0, 0.0, 0.1], [0.5, 0.7, -0.3], [0.1, 0.0, -0.1], [0.0, 0.1, 0.0], [0.0, 0.1, 0.0], [-0.1, -0.1, 0.1], [0.0, 0.1, 0.0], [0.1, 0.0, 0.0], [0.0, 0.0, 0.0], [0.0, -0.1, 0.0]], "e_lumo_ev": [-5.263, -5.320], "gap_ev": [3.631, 3.531], "charge": 1}


{"formula": "C6H12N3OS", "method": "wB97M-V/def2-TZVPD", "elements": ["C", "C", "C", "C", "C", "C", "N", "N", "N", "O", "S", "H", "H", "H", "H", "H", "H", "H", "H", "H", "H", "H", "H"], "coordinates": [[1.556, 1.448, 0.163], [-1.673, 0.134, 0.313], [1.441, -1.460, -0.214], [-2.435, 1.052, -0.595], [1.478, -2.395, 0.956], [0.868, -1.481, -1.413], [0.207, 1.398, 0.372], [-0.467, 0.276, 0.744], [2.059, 2.644, -0.133], [-2.475, -0.931, 0.696], [2.491, 0.013, 0.332], [-3.580, 0.996, -0.454], [-2.343, 0.411, -1.570], [-2.032, 2.118, -0.594], [0.486, -2.627, 1.326], [2.306, -2.109, 1.633], [1.760, -3.487, 0.500], [0.389, -2.439, -1.773], [0.865, -0.702, -2.095], [-2.246, -1.327, 1.542], [-0.295, 2.194, 0.275], [1.734, 3.535, 0.318], [3.028, 2.542, -0.501]], "forces_ev_per_a": [[-3.5, -0.9, 0.7], [-1.0, 0.1, 1.5], [0.2, 1.5, 0.2], [-0.9, -1.1, -1.4], [1.3, -3.5, -2.4], [0.0, -3.0, 1.3], [3.3, -2.2, -0.3], [-1.1, -1.4, 0.6], [1.8, 0.4, 0.1], [1.1, 1.4, -0.8], [-0.2, 0.1, -0.9], [2.0, 0.3, 0.3], [0.1, 1.9, 0.9], [-0.7, -1.6, -0.6], [0.0, 0.7, 0.7], [-1.1, -0.4, 0.1], [-0.3, 2.4, 1.1], [0.4, 1.2, 0.6], [0.3, 1.5, -1.1], [0.6, 0.0, 0.1], [-1.7, 3.2, -0.6], [0.6, -1.4, -0.8], [-1.0, 0.9, 0.6]], "e_lumo_ev": -3.649, "gap_ev": 9.514, "charge": 1}


{"formula": "C6H12N2O", "method": "wB97M-V/def2-TZVPD", "elements": ["C", "C", "C", "C", "C", "C", "N", "N", "O", "H", "H", "H", "H", "H", "H", "H", "H", "H", "H", "H", "H"], "coordinates": [[-1.956, 1.651, 0.163], [-1.854, 1.648, 2.561], [1.520, 0.409, -1.258], [1.618, -1.495, 0.435], [-0.160, -1.500, -1.447], [0.680, -0.590, -0.439], [-1.078, 0.801, -0.342], [-0.149, 0.240, 0.350], [-2.400, 1.914, 1.414], [-2.634, 1.861, -0.668], [-0.805, 1.206, 2.739], [-2.494, 2.013, 3.409], [2.248, 0.810, -0.540], [1.997, -0.078, -2.057], [0.837, 1.187, -1.615], [2.715, -1.482, 0.216], [1.386, -2.565, 0.351], [1.563, -1.191, 1.529], [-0.467, -0.802, -2.333], [0.457, -2.427, -1.626], [-1.023, -1.611, -0.844]], "forces_ev_per_a": [[-1.0, -0.8, -0.9], [1.4, -0.5, 2.6], [-0.4, 0.5, 1.7], [0.3, 0.3, 1.3], [1.4, 2.2, -0.2], [1.5, -1.5, -2.1], [1.1, -0.2, 0.6], [-1.3, 0.8, 1.9], [0.4, 0.0, -2.0], [-0.5, 0.9, 1.1], [-2.0, 0.8, -0.9], [0.9, -0.5, -1.0], [0.0, 0.3, -0.5], [0.8, -0.6, -1.1], [0.4, -0.1, -0.1], [-0.9, 0.5, -0.4], [-0.4, 0.3, 0.2], [-0.2, -0.4, -1.3], [0.7, -1.9, 1.3], [-1.1, 1.0, -0.4], [-1.2, -1.2, 0.1]], "e_lumo_ev": [0.258, -0.529], "gap_ev": [8.413, 7.366], "charge": 0}


{"formula": "C40H42BF2InN7O3S", "method": "wB97M-V/def2-TZVPD", "elements": ["In", "C", "C", "O", "C", "C", "C", "C", "C", "C", "O", "H", "H", "H", "H", "H", "H", "H", "C", "O", "C", "C", "C", "C", "C", "C", "C", "N", "C", "C", "N", "C", "C", "C", "C", "N", "C", "C", "N", "C", "C", "C", "C", "H", "H", "H", "H", "H", "H", "H", "H", "H", "H", "H", "H", "H", "H", "N", "C", "C", "C", "N", "C", "C", "N", "C", "H", "H", "H", "H", "H", "H", "H", "H", "H", "H", "H", "H", "H", "H", "H", "H", "S", "C", "C", "C", "C", "C", "C", "H", "H", "H", "H", "H", "F", "B", "F"], "coordinates": [[11.447, 26.353, 11.917], [8.198, 24.186, 15.174], [7.972, 25.586, 14.690], [6.947, 25.811, 13.968], [8.927, 26.611, 14.858], [10.074, 26.493, 15.649], [11.042, 27.468, 15.701], [10.793, 28.673, 15.028], [9.667, 28.840, 14.246], [8.821, 27.755, 14.037], [7.882, 27.817, 13.131], [7.417, 23.603, 14.795], [8.198, 24.104, 16.256], [9.089, 23.766, 14.689], [10.316, 25.556, 16.186], [11.905, 27.278, 16.351], [11.381, 29.587, 15.142], [9.515, 29.761, 13.696], [11.585, 11.188, 11.001], [10.459, 12.036, 10.786], [10.605, 13.392, 10.856], [11.850, 14.008, 10.957], [11.959, 15.387, 10.959], [10.856, 16.215, 10.868], [9.654, 15.582, 10.712], [9.482, 14.200, 10.714], [10.987, 17.680, 10.780], [9.973, 18.481, 10.980], [10.495, 19.737, 10.799], [11.791, 19.660, 10.438], [12.144, 18.307, 10.472], [12.577, 20.805, 10.127], [13.947, 20.822, 9.818], [14.578, 22.046, 9.711], [13.849, 23.212, 9.878], [12.560, 23.214, 10.169], [11.962, 22.080, 10.261], [10.585, 22.170, 10.747], [10.071, 23.396, 10.916], [8.870, 23.493, 11.404], [8.078, 22.395, 11.757], [8.534, 21.139, 11.469], [9.835, 21.002, 10.992], [11.154, 10.194, 10.835], [12.079, 11.288, 11.956], [12.417, 11.360, 10.287], [12.783, 13.432, 11.042], [12.944, 15.919, 11.031], [8.750, 16.225, 10.585], [8.529, 13.804, 10.668], [13.065, 17.921, 10.245], [14.504, 19.871, 9.541], [15.645, 22.116, 9.498], [14.362, 24.169, 9.924], [8.489, 24.521, 11.578], [7.117, 22.492, 12.240], [7.938, 20.280, 11.704], [7.079, 26.003, 9.852], [8.378, 26.723, 9.697], [8.999, 26.332, 8.360], [10.391, 26.990, 8.313], [11.264, 26.331, 9.284], [10.413, 28.521, 8.615], [9.500, 28.950, 9.780], [10.104, 28.766, 11.067], [8.170, 28.207, 9.730], [7.205, 25.018, 10.097], [6.464, 25.952, 9.043], [6.535, 26.457, 10.612], [8.946, 26.418, 10.603], [8.325, 26.717, 7.584], [9.151, 25.248, 8.307], [10.783, 26.861, 7.321], [12.175, 26.722, 9.167], [11.402, 25.301, 9.126], [10.090, 29.058, 7.738], [11.454, 28.760, 8.781], [9.196, 30.008, 9.624], [9.416, 29.027, 11.763], [10.949, 29.342, 11.148], [7.611, 28.499, 8.852], [7.621, 28.476, 10.593], [13.354, 28.275, 11.272], [14.659, 27.466, 10.406], [14.744, 27.490, 8.991], [15.711, 26.699, 8.382], [16.700, 25.998, 9.037], [16.740, 26.145, 10.387], [15.702, 26.775, 11.084], [14.144, 28.143, 8.390], [15.773, 26.670, 7.327], [17.356, 25.413, 8.455], [17.630, 25.753, 10.902], [15.765, 26.810, 12.172], [5.760, 27.867, 14.069], [6.576, 27.103, 13.341], [6.010, 26.800, 12.074]], "forces_ev_per_a": [[0.3, 0.6, -0.4], [0.4, 0.7, -0.3], [0.7, 0.1, -0.3], [-0.6, -1.3, 0.4], [0.3, 0.2, -0.1], [1.3, -1.0, 0.6], [-0.2, -0.3, 0.5], [-0.4, 1.0, 0.2], [0.8, -0.4, -0.4], [-0.7, 0.2, 0.7], [-1.1, 0.3, -0.9], [-1.4, -0.9, -0.4], [0.3, 0.1, 0.1], [0.2, 0.4, 0.5], [-0.6, 0.6, -0.3], [-0.3, 0.4, -0.5], [0.3, -0.6, 0.1], [-0.1, 0.0, 0.2], [0.2, -0.2, -1.1], [0.1, 0.7, 0.4], [0.5, -0.5, -0.4], [1.1, -0.2, 0.2], [1.3, 1.0, 0.2], [0.9, -0.1, -0.5], [-2.6, 0.3, -0.1], [2.0, 1.2, 0.4], [-0.9, -1.9, 0.4], [0.1, 0.3, 0.2], [-1.1, 0.0, 0.0], [1.6, -0.2, -0.4], [0.3, 1.5, -0.4], [0.9, 0.6, 0.1], [0.3, -1.1, -0.9], [0.6, -0.4, -0.3], [0.4, 0.4, 0.7], [1.8, 2.3, -0.8], [-1.7, -2.3, 1.1], [-0.5, -0.5, -0.4], [0.3, 0.1, -0.3], [-1.0, 0.5, 0.7], [-0.4, 0.2, -0.2], [0.3, 0.0, 0.4], [0.4, -0.1, -0.3], [0.5, 0.2, 0.3], [-0.4, 0.1, 0.7], [-0.7, 0.0, -0.1], [-0.7, 0.2, -0.1], [-0.7, -1.1, 0.1], [0.8, -0.6, 0.2], [-1.7, -0.9, -0.3], [-0.9, 0.1, 0.2], [-0.7, 1.3, 0.7], [-0.3, -0.1, 0.0], [0.0, 0.1, -0.3], [0.3, -0.5, 0.1], [-0.1, 0.3, -0.1], [-0.1, -0.4, 0.0], [-1.0, -0.3, 0.2], [0.3, -0.7, -0.1], [0.7, 0.4, 1.1], [-0.3, 0.4, 0.2], [-0.1, -1.8, 0.2], [-0.7, -1.0, 0.1], [-0.3, 0.6, -1.2], [0.4, -0.2, 0.6], [0.5, -0.3, -0.4], [0.3, 0.1, 0.2], [0.2, 0.5, -0.5], [0.1, -0.3, 0.1], [0.0, 0.1, -0.8], [0.3, -0.3, -0.1], [-0.2, 0.1, -0.3], [0.2, -0.1, -0.7], [0.9, 0.4, 0.1], [-0.5, 1.1, 0.1], [-0.1, 0.1, -0.4], [0.3, 0.4, 0.3], [0.4, -0.3, 0.0], [0.3, 0.1, 0.2], [-0.3, -0.3, 0.1], [-0.2, 0.3, -0.4], [-0.8, 0.4, 1.0], [-0.2, -0.2, 0.2], [0.7, -0.6, -0.2], [0.7, -0.7, 1.1], [-0.4, 0.4, -0.4], [-1.2, 0.7, -0.2], [0.5, -0.5, 1.7], [0.0, 0.5, -0.2], [-0.5, 0.1, -0.1], [-0.3, 0.1, -1.1], [1.0, -0.4, -0.3], [-0.7, 0.1, 0.2], [-0.2, 0.1, -0.3], [-0.6, 0.0, 0.6], [1.4, 0.8, -0.7], [0.1, 0.1, 0.5]], "e_lumo_ev": -3.544, "gap_ev": 5.448, "charge": 1}


Calculated energy above the lowest of the compared OMol25 structures with the same formula, charge and spin (kJ/mol), listed in the same order as above: 199.4 197.2 552.5 0.0